# 1
Formula: C6H12O
Source: the OMol25 dataset
Level of theory: wB97M-V/def2-TZVPD

Values from the calculation:
SMILES   CC(C)[C@H]1C[C@H]1O
HOMO-LUMO gap   9.42 eV
LUMO level   1.0 eV

Geometry as XYZ:
```
19
C6H12O wB97M-V/def2-TZVPD
C 1.6962 1.2282 0.0054
C 0.6491 0.1255 0.2810
C 1.1361 -1.3302 -0.2137
C -0.6188 0.3054 -0.4616
C -1.4657 -0.8922 -0.4147
C -1.8923 0.7751 0.0814
O -2.1935 0.8634 1.4284
H 1.6197 2.1310 0.6336
H 2.6872 0.8091 0.1803
H 1.6529 1.5748 -1.0371
H 0.4279 0.1247 1.3642
H 2.0259 -1.4952 0.3692
H 1.3736 -1.2590 -1.2834
H 0.6042 -2.3137 -0.1500
H -0.5189 0.6640 -1.4867
H -1.6070 -1.5395 -1.2909
H -1.3919 -1.5003 0.4957
H -2.3682 1.6552 -0.3902
H -1.8098 0.0944 1.8633
```

# 2
Formula: C6H12O
Source: the OMol25 dataset
Level of theory: wB97M-V/def2-TZVPD

Values from the calculation:
SMILES   C=CC=C(C)C.O
HOMO-LUMO gap   8.89 eV
LUMO level   0.8 eV

Geometry as XYZ:
```
19
C6H12O wB97M-V/def2-TZVPD
C 2.9144 -0.4863 -0.1985
C 1.6949 0.0722 -0.0437
C 0.4383 -0.4978 -0.4522
C -0.7082 -0.5230 0.2893
C -0.6526 -0.2768 1.7772
C -2.0201 -0.9322 -0.2736
H 3.1990 -1.2113 -0.9494
H 3.6241 -0.2496 0.5872
H 1.6509 0.9187 0.6313
H 0.3065 -1.1964 -1.2825
H -1.4195 0.4443 2.1177
H 0.2516 0.2507 2.0792
H -0.8513 -1.1644 2.3774
H -2.7585 -0.1664 -0.0172
H -2.4881 -1.8179 0.1911
H -1.9824 -1.1700 -1.3292
O -0.8915 2.1016 -1.1510
H -1.6526 2.6854 -1.1005
H -0.9171 1.6601 -0.2913
```

# 3
Formula: C6H12O
Source: the OMol25 dataset
Level of theory: wB97M-V/def2-TZVPD

Values from the calculation:
SMILES   C/C=C\C.C=CO
HOMO-LUMO gap   9.51 eV
LUMO level   0.8 eV

Geometry as XYZ:
```
19
C6H12O wB97M-V/def2-TZVPD
C 2.1357 0.5199 -0.4116
C 1.5578 -0.5037 0.5155
C 0.5908 -1.3756 0.2330
C -0.1478 -1.5278 -1.0674
H 1.7927 1.5172 -0.1216
H 1.8341 0.3468 -1.4481
H 3.2308 0.5275 -0.3629
H 1.9785 -0.5014 1.5215
H 0.3185 -2.0727 1.0204
H -0.0764 -0.6206 -1.6741
H 0.2460 -2.3653 -1.6593
H -1.2080 -1.7314 -0.8755
C -1.9096 0.4093 1.3654
C -1.9145 1.2786 0.3611
O -0.7957 1.9730 0.0042
H -1.0254 0.2254 1.9674
H -2.8160 -0.1190 1.6278
H -2.7955 1.4752 -0.2525
H -0.9962 2.5445 -0.7432
```

Number 1: energy -310.9417 Ha. Number 2: energy -310.9764 Ha. Number 3: energy -310.9927 Ha.